(1)
130
Properties=species:S:1:pos:R:3:forces:R:3 method="wB97M-V/def2-TZVPD" largest_force_ev_per_a=1.8 charge=-1 e_above_lowest_kcal_mol=0.0 orbital_gap_ev=10.263
P -16.6514 -9.9599 -3.0671 -0.089 1.124 1.445
F -16.5908 -8.3760 -3.4684 0.078 -0.084 -0.033
F -17.4297 -9.5252 -1.6926 -0.366 -0.305 -1.206
F -18.0894 -10.0489 -3.7914 0.105 -0.356 -0.468
F -16.7450 -11.5061 -2.6510 -0.198 0.124 -0.571
F -15.8258 -10.2874 -4.4076 -0.183 -0.417 -0.181
F -15.2732 -9.8165 -2.2276 0.257 -0.125 -0.407
C -14.8686 -7.1393 -5.7158 -0.173 1.525 0.796
O -14.9007 -7.8830 -6.9103 0.070 -0.770 -0.224
C -14.9548 -7.2186 -8.0519 -0.126 0.052 0.232
O -15.0299 -6.0293 -8.1744 0.021 0.415 -0.205
O -14.9267 -8.1120 -9.0409 0.177 -0.644 0.159
C -14.9995 -7.6022 -10.3465 -0.121 1.083 -0.900
H -14.1893 -6.2823 -5.7563 0.408 -0.418 -0.253
H -14.6127 -7.8093 -4.9070 0.039 -0.177 -0.070
H -15.8156 -6.6438 -5.4868 -0.285 -0.502 -0.193
H -15.9842 -7.1649 -10.5375 -0.013 -0.189 0.007
H -14.7898 -8.3854 -11.0664 -0.126 -0.353 0.281
H -14.2840 -6.7966 -10.5385 0.073 -0.105 0.351
C -17.0848 -9.5279 5.4372 0.177 0.068 0.224
O -17.4238 -9.8885 4.1076 -0.143 -0.098 0.243
C -16.7986 -9.1763 3.1628 0.464 0.453 -0.299
O -15.8902 -8.4045 3.3454 -0.115 -0.284 0.292
O -17.3554 -9.4627 2.0098 -0.532 -0.329 -0.019
C -16.6678 -9.0437 0.8322 -0.409 0.594 -0.030
H -17.4102 -8.5079 5.6434 -0.077 -0.040 0.080
H -16.0123 -9.5785 5.6257 0.020 -0.049 -0.198
H -17.5906 -10.2448 6.0765 -0.123 0.064 0.038
H -15.6840 -9.5054 0.8058 0.012 -0.058 -0.159
H -16.5738 -7.9552 0.7665 -0.069 -0.433 0.965
H -17.2932 -9.3198 -0.0130 0.388 -0.332 0.951
C -18.7501 -8.8032 -9.7738 0.742 0.518 0.340
O -18.2904 -10.1265 -10.0246 -0.125 0.022 -0.595
C -18.0840 -10.9609 -9.0077 0.168 0.003 0.585
O -17.7506 -12.0955 -9.1617 0.064 -0.433 -0.206
O -18.2772 -10.3638 -7.8293 -0.363 0.335 -0.115
C -18.1909 -11.1234 -6.6182 0.360 -0.351 -0.116
H -19.6123 -8.8113 -9.1173 -0.177 0.118 -0.072
H -18.9473 -8.3179 -10.7253 -0.284 -0.387 -0.155
H -17.9438 -8.2129 -9.3213 -0.184 -0.150 0.229
H -18.2803 -12.1975 -6.7695 -0.319 0.086 -0.367
H -18.9667 -10.7441 -5.9650 0.040 0.008 0.100
H -17.2072 -10.9664 -6.1870 -0.063 0.317 0.147
C -20.6248 -12.1801 -3.9213 -0.631 -0.114 0.173
O -19.8720 -13.3105 -3.4607 0.190 0.680 0.195
C -19.8684 -14.4737 -4.0745 -0.005 -0.422 -0.103
O -19.2681 -15.4148 -3.6408 0.171 -0.162 0.010
O -20.5854 -14.4696 -5.2066 -0.270 0.498 0.097
C -20.6411 -15.6782 -5.9350 0.264 -0.291 -0.968
H -20.0627 -11.2968 -3.6374 0.064 0.000 -0.088
H -21.5843 -12.1747 -3.3959 0.104 0.023 0.042
H -20.8480 -12.2116 -4.9846 0.335 -0.030 -0.047
H -20.1833 -15.5133 -6.9156 0.083 0.097 0.156
H -21.6823 -15.9278 -6.1281 -0.057 -0.111 0.344
H -20.0867 -16.4646 -5.4343 -0.199 -0.084 0.157
C -14.1294 -11.2647 -7.1944 -0.705 1.572 -0.535
O -13.5484 -12.5448 -7.1349 -0.258 -0.293 -0.051
C -12.4378 -12.6981 -7.8431 -0.080 -0.515 0.547
O -11.8102 -11.8491 -8.4024 0.183 0.571 -0.460
O -12.1056 -13.9939 -7.8000 -0.164 -0.062 -0.091
C -10.9901 -14.3328 -8.6101 0.616 -0.157 0.273
H -15.1484 -11.2581 -6.8185 0.098 -0.675 0.436
H -14.2649 -10.8832 -8.2129 0.485 -0.305 -0.055
H -13.5721 -10.5144 -6.6396 0.204 -0.144 0.037
H -11.1470 -14.0615 -9.6514 -0.086 -0.026 -0.019
H -10.8442 -15.4037 -8.4908 -0.216 -0.029 -0.135
H -10.0786 -13.8494 -8.2498 -0.140 0.167 -0.053
C -18.0766 -12.9463 2.4086 -0.807 -0.153 -0.014
O -17.0426 -12.3650 1.6336 0.426 -0.025 0.238
C -16.3765 -13.1637 0.7949 0.357 -0.162 0.503
O -16.5232 -14.3468 0.6687 -0.229 -0.323 -0.105
O -15.4982 -12.4107 0.1557 0.178 0.873 -0.361
C -14.9200 -12.9691 -1.0280 0.153 -0.975 0.095
H -18.5113 -13.8307 1.9434 0.378 -0.094 -0.068
H -18.8846 -12.2147 2.4427 0.229 0.160 0.237
H -17.7274 -13.1765 3.4125 0.091 0.033 0.015
H -14.0641 -12.3731 -1.3284 -0.116 0.288 0.254
H -15.6530 -12.9897 -1.8307 0.166 -0.149 0.233
H -14.5845 -13.9803 -0.7903 -0.004 0.009 -0.207
C -14.5217 -3.5814 1.8653 0.531 0.203 0.595
O -14.5151 -4.1841 0.5871 0.151 0.362 -0.350
C -14.8480 -5.4731 0.5306 -0.095 -0.172 -0.040
O -15.2451 -6.1307 1.4526 -0.008 -0.086 0.036
O -14.6706 -5.8832 -0.7177 -0.114 0.042 -0.185
C -14.9647 -7.2650 -0.9490 -0.007 -0.644 0.248
H -14.8353 -2.5480 1.7423 -0.275 -0.070 -0.034
H -13.5010 -3.5492 2.2650 -0.059 -0.141 -0.132
H -15.1308 -4.1330 2.5780 -0.205 0.086 -0.160
H -14.8255 -7.4785 -1.9969 0.192 0.290 -0.150
H -15.9802 -7.5544 -0.6751 0.249 0.702 -0.517
H -14.3162 -7.8990 -0.3403 0.156 0.137 -0.130
C -18.7049 -7.9236 -5.9258 -0.194 0.203 -0.211
O -18.4193 -6.5125 -5.9226 0.502 -0.304 -0.185
C -19.4648 -5.7252 -5.7804 0.209 0.197 0.014
O -20.6036 -6.0778 -5.6430 -0.576 -0.075 0.122
O -19.0378 -4.4622 -5.8035 0.111 0.149 -0.015
C -20.0189 -3.4757 -5.5026 -0.099 0.210 0.233
H -17.7625 -8.4339 -6.0824 0.147 0.117 0.211
H -19.3659 -8.1652 -6.7572 -0.105 0.046 0.086
H -19.1630 -8.1957 -4.9808 0.024 -0.193 -0.030
H -19.5010 -2.5214 -5.5381 0.045 -0.031 -0.099
H -20.4103 -3.6153 -4.4934 -0.040 -0.105 -0.075
H -20.8430 -3.4820 -6.2139 0.038 -0.117 -0.037
C -22.9751 -11.2377 -0.4487 0.082 0.583 0.249
O -21.5896 -11.5385 -0.6130 0.137 0.374 -0.036
C -21.2250 -12.7498 -0.1633 -0.195 0.057 -0.063
O -21.9943 -13.5947 0.1978 -0.434 -0.285 0.139
O -19.9299 -12.9369 -0.1491 0.678 -0.471 -0.090
C -19.0122 -11.8847 -0.4398 0.063 0.975 0.359
H -23.2776 -11.4809 0.5684 -0.243 -0.408 -0.204
H -23.5674 -11.7177 -1.2229 -0.127 -0.256 0.206
H -23.0892 -10.1566 -0.5369 0.288 -0.031 -0.251
H -19.1197 -11.4870 -1.4414 -0.065 -0.157 -0.135
H -18.0016 -12.2336 -0.2519 -0.591 -0.213 -0.620
H -19.1544 -11.0755 0.2828 -0.126 0.086 -0.161
C -16.3265 -13.6395 -5.1111 -0.520 0.297 0.359
Cl -14.7775 -14.1774 -4.4797 0.124 -0.102 0.003
Cl -16.8007 -14.4279 -6.6243 0.145 -0.017 0.081
H -17.0978 -13.8284 -4.3695 0.095 -0.294 0.027
H -16.2875 -12.5663 -5.2532 0.246 -0.047 -0.212
C -19.5845 -7.2415 -2.3642 -0.124 -0.643 -0.356
Cl -20.7721 -8.5635 -2.1523 0.141 0.084 -0.018
Cl -19.1383 -6.5290 -0.8279 0.005 0.268 0.117
H -18.6935 -7.6767 -2.8010 0.028 -0.033 0.053
H -20.0444 -6.5356 -3.0456 0.003 0.263 0.228
C -12.6264 -10.6114 -3.6117 0.378 -0.034 0.794
Cl -11.8071 -10.7393 -2.0212 -0.017 0.030 -0.088
Cl -11.4440 -10.6257 -4.9190 -0.078 -0.046 -0.093
H -13.2834 -11.4700 -3.6592 -0.114 0.056 -0.361
H -13.1486 -9.6668 -3.5877 -0.168 -0.035 -0.229


(2)
100
Properties=species:S:1:pos:R:3:forces:R:3 method="wB97M-V/def2-TZVPD" s_squared=2.008 largest_force_ev_per_a=0.9 charge=0 e_above_lowest_kcal_mol=4.7 orbital_gap_ev="7.813 / 8.381" spin_multiplicity=3
C 3.7303 -3.7262 1.4196 -0.129 0.118 -0.088
C 3.8176 -2.8384 0.1584 -0.155 -0.189 0.104
C 2.4597 -2.3686 -0.3727 0.350 0.104 0.341
N 2.0337 -1.1362 0.3142 -0.625 -0.667 -0.125
C 1.0210 -0.4138 -0.2737 0.159 -0.051 -0.142
O 0.6782 -0.5052 -1.4241 0.127 0.091 0.090
O 0.4784 0.5246 0.5589 -0.122 -0.019 0.124
C -0.3335 0.0541 1.6421 -0.113 0.118 0.110
C -1.7842 0.4200 1.3661 -0.055 -0.027 -0.138
C -2.3899 -0.4552 0.2621 0.214 0.378 0.165
S -4.0899 0.1028 -0.0454 -0.033 0.076 -0.055
C -5.1854 -1.2541 -0.1917 0.169 -0.425 0.042
S -6.6988 -0.8757 -0.6277 -0.144 0.092 -0.059
N -4.8163 -2.6060 0.0819 0.364 0.529 0.044
C -4.4749 -2.8906 1.4829 -0.261 -0.133 0.075
C -5.4181 -2.2342 2.4956 0.025 -0.226 0.065
C -3.8698 -3.2244 -0.8612 -0.191 -0.261 -0.121
C -4.1127 -2.8561 -2.3271 0.147 -0.182 -0.120
H 4.2483 -4.6744 1.2700 0.021 0.088 0.100
H 2.6898 -3.9661 1.6647 0.058 -0.012 -0.017
H 4.1649 -3.2329 2.2905 0.021 -0.088 -0.038
H 4.3063 -3.3947 -0.6440 0.076 0.062 0.083
H 4.4352 -1.9693 0.3877 0.017 -0.029 -0.247
H 1.7184 -3.1549 -0.1893 -0.035 -0.012 -0.276
H 2.5044 -2.1654 -1.4402 -0.079 0.100 0.085
H 1.8485 -1.3122 1.2950 0.373 0.378 0.058
H -0.2219 -1.0307 1.7646 -0.033 0.036 -0.024
H 0.0136 0.5295 2.5645 0.017 0.014 -0.146
H -2.3813 0.3419 2.2803 0.087 -0.060 -0.025
H -1.8016 1.4690 1.0500 -0.037 -0.076 0.118
H -1.8276 -0.3038 -0.6623 -0.008 -0.232 0.055
H -2.3501 -1.4942 0.5647 -0.065 -0.027 -0.123
H -3.4363 -2.6194 1.7145 0.018 -0.047 0.038
H -4.5435 -3.9783 1.5913 0.053 0.082 -0.118
H -6.4025 -2.0650 2.0572 0.075 0.017 0.031
H -5.5556 -2.9023 3.3502 0.071 0.107 -0.046
H -5.0210 -1.2919 2.8758 -0.118 0.046 -0.138
H -3.9939 -4.3061 -0.7381 -0.046 0.117 0.077
H -2.8270 -3.0122 -0.5989 0.014 0.009 0.024
H -3.9941 -3.7458 -2.9519 0.023 0.109 0.061
H -5.1230 -2.4821 -2.4898 0.050 -0.009 0.031
H -3.3892 -2.1194 -2.6866 -0.205 0.061 0.088
C -5.4371 4.3488 0.7979 -0.064 0.055 0.016
C -6.6930 3.6026 0.3202 0.519 0.072 0.316
C -6.5247 3.1481 -1.1297 -0.095 0.059 -0.243
C -6.5508 4.3126 -2.1192 -0.008 0.045 0.091
C -7.8136 5.1593 -1.9516 0.047 -0.207 -0.137
C -8.0853 5.6111 -0.5117 0.101 0.470 0.157
N -7.9292 4.4442 0.4154 -0.368 -0.527 -0.665
O -9.0014 3.7388 0.5097 0.182 0.229 0.287
C -7.1689 6.7779 -0.1167 0.048 -0.084 0.072
C -9.5193 6.1132 -0.3922 -0.119 0.030 -0.069
C -6.8602 2.4043 1.2403 -0.218 -0.317 0.144
H -4.6409 3.6178 0.9436 -0.031 -0.049 0.023
H -5.0587 5.0820 0.0929 -0.013 -0.004 -0.023
H -5.6197 4.8459 1.7517 -0.009 0.006 -0.001
H -7.3294 2.4493 -1.3748 -0.028 0.007 0.068
H -5.5897 2.5899 -1.2129 0.006 -0.016 -0.004
H -5.6574 4.9340 -2.0107 0.000 0.002 0.048
H -6.5202 3.9186 -3.1367 0.021 0.019 -0.017
H -7.7573 6.0501 -2.5817 -0.030 0.014 -0.024
H -8.6727 4.5785 -2.3004 -0.015 -0.026 0.079
H -7.2908 7.0133 0.9414 0.016 -0.006 0.009
H -7.4496 7.6600 -0.6927 -0.069 -0.016 -0.010
H -6.1160 6.5998 -0.3088 -0.009 -0.017 -0.022
H -10.2379 5.3821 -0.7519 0.025 -0.033 0.041
H -9.6207 7.0202 -0.9898 0.019 0.024 -0.007
H -9.7647 6.3509 0.6431 0.020 0.000 0.007
H -7.0114 2.7226 2.2739 -0.007 0.054 -0.020
H -5.9682 1.7793 1.2001 0.091 0.125 -0.028
H -7.6979 1.7743 0.9549 -0.066 0.113 -0.030
C 10.8668 -1.8670 0.9814 -0.074 0.049 -0.003
C 9.6994 -2.7626 0.5415 0.351 0.160 0.344
C 9.9985 -3.4172 -0.8074 -0.029 -0.004 -0.242
C 9.9849 -2.4207 -1.9665 -0.014 0.056 0.076
C 8.6678 -1.6452 -2.0184 0.059 -0.249 -0.088
C 8.2610 -1.0028 -0.6874 0.072 0.536 0.104
N 8.4126 -2.0043 0.4179 -0.289 -0.661 -0.601
O 7.3788 -2.7604 0.5504 0.147 0.283 0.263
C 9.0734 0.2718 -0.4182 0.046 -0.075 0.097
C 6.7952 -0.5972 -0.7376 -0.194 0.037 -0.107
C 9.5205 -3.8191 1.6242 -0.060 -0.161 0.007
H 11.6931 -2.5048 1.2952 -0.026 -0.044 0.033
H 11.2531 -1.2245 0.1973 -0.014 -0.008 -0.023
H 10.5796 -1.2449 1.8297 -0.009 0.007 -0.002
H 9.2508 -4.1936 -0.9958 -0.045 0.026 0.066
H 10.9681 -3.9167 -0.7425 0.013 -0.007 -0.005
H 10.8319 -1.7333 -1.8949 -0.005 0.011 0.050
H 10.1153 -2.9609 -2.9057 0.024 0.016 -0.017
H 8.7216 -0.8581 -2.7735 -0.023 0.008 -0.027
H 7.8728 -2.3293 -2.3307 -0.020 -0.010 0.077
H 8.8582 0.6545 0.5803 0.015 -0.002 0.010
H 8.7838 1.0348 -1.1406 -0.069 -0.023 -0.013
H 10.1467 0.1427 -0.5115 -0.007 -0.020 -0.021
H 6.1592 -1.4278 -1.0290 0.017 -0.014 0.033
H 6.6650 0.2022 -1.4681 0.076 0.027 -0.014
H 6.4567 -0.2317 0.2327 0.022 -0.002 0.008
H 9.2711 -3.3546 2.5790 -0.007 0.011 -0.002
H 10.4572 -4.3650 1.7406 0.040 0.029 -0.002
H 8.7376 -4.5300 1.3758 -0.022 0.042 -0.018